No. 1
18
Properties=species:S:1:pos:R:3:forces:R:3:lowdin_spin:R:1 method="wB97M-V/def2-TZVPD" s2=0.754 e_homo_ha="-0.31424 / -0.32170" spin_multiplicity=2 total_energy_ha=-880.63226 e_lumo_ev="0.2 / -2.3"
Hg 0.67126 -2.20455 -2.16114 0.17 0.32 0.24 0.66
O -0.81703 2.08430 1.73834 0.26 -0.33 -1.84 0.00
O 0.49543 0.09227 -2.01088 -1.17 0.22 -0.12 0.15
O -2.71742 1.56027 0.67087 0.05 0.35 -0.48 0.00
O -1.32031 -0.03626 1.26762 0.31 -0.23 -0.44 0.00
O 1.74362 -1.54092 -0.21456 0.99 -1.01 0.01 0.14
O 1.92953 0.15429 1.23316 0.62 0.46 -0.12 0.01
O 0.92829 1.83020 -0.65274 -1.28 -0.23 0.24 0.01
C 1.69212 -0.34695 0.12558 -3.43 0.73 -0.07 0.02
C -1.49887 1.27984 1.12144 -0.92 0.32 3.48 0.00
C -3.53764 0.38427 0.68483 -0.14 -0.10 -0.38 0.00
C -2.57200 -0.71857 1.13363 -0.01 -0.40 -0.38 0.00
C 0.80934 0.61527 -0.91638 3.90 -0.16 0.10 0.01
Li 1.07858 1.94570 1.28873 0.21 -0.41 -0.34 0.01
H -2.45886 -1.51647 0.39242 -0.01 0.20 0.14 0.00
H -4.36439 0.54751 1.38495 0.23 0.02 -0.17 0.00
H -3.93020 0.22494 -0.32520 0.07 0.04 0.26 0.00
H -2.83871 -1.16842 2.09509 0.14 0.20 -0.12 0.00

***

No. 2
12
Properties=species:S:1:pos:R:3:forces:R:3:lowdin_charge:R:1 method="wB97M-V/def2-TZVPD" e_homo_ha=-0.33221 spin_multiplicity=1 total_energy_ha=-943.52256 e_lumo_ev=-0.1
I -3.25596 -0.54739 0.02990 0.29 1.04 -0.04 0.74
S 1.08314 1.25528 0.04871 0.00 -1.63 0.04 1.05
N -1.52805 2.14733 -0.01988 -0.65 -0.19 0.14 0.07
C -0.33173 0.21424 0.07404 2.39 -1.16 -0.76 -0.61
C 2.12053 -0.15156 -0.00185 -3.59 1.32 0.47 -0.36
C 1.40821 -1.32536 0.05402 1.67 2.39 -0.60 -0.18
C 0.03800 -1.11775 -0.01933 -2.52 -1.19 0.24 -0.17
C -1.56515 0.89778 -0.00926 -0.88 -0.10 0.33 -0.80
H 3.09986 0.12039 -0.10880 2.58 -0.20 0.01 0.03
H -0.71315 -1.98307 -0.16027 1.30 1.70 0.47 0.10
H 2.03830 -2.14602 0.04675 0.18 -2.26 -0.08 0.08
H -2.39403 2.63614 0.06598 -0.76 0.29 -0.20 0.05

***

No. 3
17
Properties=species:S:1:pos:R:3:forces:R:3:lowdin_spin:R:1 method="wB97M-V/def2-TZVPD" s2=0.758 e_homo_ha="-0.57307 / -0.57282" spin_multiplicity=2 total_energy_ha=-851.35530 e_lumo_ev="-9.8 / -9.8" total_charge=+2
Mg -0.38562 0.48245 1.03838 0.00 -0.74 0.45 0.01
O 1.03133 1.87703 1.29976 -1.74 -1.83 -0.43 0.00
O -4.08790 -5.76410 -0.98875 0.28 0.79 0.51 0.00
O -1.20400 -1.20154 1.45875 1.84 3.76 -0.81 0.17
O -2.38265 -4.48302 -0.39485 1.42 1.03 0.78 0.00
O -4.46040 -3.62625 -0.55165 0.02 0.50 0.50 0.01
O 2.56576 3.54487 1.75498 -0.87 -1.08 -0.21 0.00
C -1.92138 -3.16625 -0.21301 1.65 -0.04 -2.58 0.07
C -2.64023 -3.03935 1.75149 2.78 1.04 2.06 0.26
C -1.45321 -2.39364 1.28118 -4.88 -4.35 -0.03 0.41
C 1.81402 2.71230 1.53969 2.16 2.55 0.54 0.00
C -3.70816 -4.62563 -0.64392 -1.82 -1.24 -0.94 0.00
Li -5.88637 -4.95161 -0.97987 0.41 -0.09 -0.07 0.00
H -2.36507 -2.45053 -0.91874 -0.94 0.13 0.97 0.00
H -2.58396 -4.09538 2.02622 -0.41 0.16 -0.85 0.01
H -3.35064 -2.38105 2.25913 -0.38 -0.24 -0.53 0.03
H -0.93272 -3.18695 -0.69832 0.48 -0.34 0.65 0.04

***

No. 4
10
Properties=species:S:1:pos:R:3:forces:R:3:lowdin_charge:R:1 method="wB97M-V/def2-TZVPD" e_homo_ha=-0.51397 spin_multiplicity=1 total_energy_ha=-247.21757 e_lumo_ev=-5.3 smiles="C#[N+]C=C1C=C1" total_charge=+1
N -0.33271 -1.12347 -1.07557 -0.41 -1.04 1.40 0.11
C 0.14008 0.07858 -1.43156 0.44 1.09 -0.99 -0.05
C 0.30265 0.77002 -0.28344 -0.15 -0.07 1.83 -0.12
C 0.52513 1.59941 0.83918 -0.49 -1.37 -0.67 0.19
C 0.05256 0.35356 1.05858 1.10 2.88 -0.47 0.10
C -0.61480 -1.72481 -0.11951 -0.37 -1.40 -2.29 0.25
H 0.32351 0.33933 -2.45356 0.02 0.06 -0.10 0.13
H -0.98376 -2.51494 0.48301 -0.13 -0.20 0.67 0.13
H -0.25367 -0.33918 1.80820 -0.16 -0.31 0.36 0.13
H 0.84102 2.56151 1.17466 0.13 0.35 0.24 0.13

***

No. 5
10
Properties=species:S:1:pos:R:3:forces:R:3:lowdin_charge:R:1 method="wB97M-V/def2-TZVPD" e_homo_ha=-0.54472 spin_multiplicity=1 total_energy_ha=-247.16387 e_lumo_ev=-5.6 total_charge=+1
N -0.88836 2.07913 -1.31957 -1.82 2.51 -0.86 0.09
C 0.64021 -2.08496 1.65000 -0.43 1.71 1.76 0.02
C -1.41115 3.02462 -1.71634 0.98 0.58 -0.60 0.35
C 0.74959 -1.63423 0.43353 -0.98 3.99 -1.08 0.00
C -0.49457 1.01663 -0.76068 3.03 -4.99 2.51 -0.11
C 0.09820 0.04772 -0.23567 -1.05 -0.82 0.41 0.24
H 1.21564 -2.92812 1.89724 0.69 -1.46 -0.33 0.07
H -1.56824 4.00193 -2.20046 -0.26 -0.81 0.45 0.16
H 1.39168 -1.84722 -0.38102 0.16 -0.76 -0.46 0.07
H 0.26700 -1.67550 2.63297 -0.32 0.05 -1.80 0.12

***

No. 6
10
Properties=species:S:1:pos:R:3:forces:R:3:lowdin_charge:R:1 method="wB97M-V/def2-TZVPD" e_homo_ha=-0.51239 spin_multiplicity=1 total_energy_ha=-247.15569 e_lumo_ev=-5.9 total_charge=+1
N -0.05436 0.98782 0.42863 -0.12 3.15 1.05 0.17
C 0.67190 -1.12702 -0.05480 3.84 -5.02 1.45 0.13
C -1.17838 -1.08299 -0.61664 0.34 0.02 -0.91 0.16
C 0.02363 -1.80464 -1.07663 -4.59 0.80 -0.20 0.09
C -0.27245 -0.14264 0.00868 -2.50 0.84 -1.79 -0.33
C 0.65572 1.97771 0.71458 0.15 1.00 0.36 0.18
H 1.46230 2.32964 0.04430 -0.73 -0.04 0.00 0.14
H -0.13473 -2.64858 -1.75968 1.48 0.38 0.09 0.14
H -2.31315 -1.23092 -0.57107 1.84 -0.26 0.48 0.17
H 0.46181 2.57590 1.63788 0.29 -0.87 -0.53 0.14

***

No. 7
10
Properties=species:S:1:pos:R:3:forces:R:3:lowdin_charge:R:1 method="wB97M-V/def2-TZVPD" e_homo_ha=-0.59353 spin_multiplicity=1 total_energy_ha=-247.16696 e_lumo_ev=-8.1 total_charge=+1
N 0.61908 1.63822 -0.08907 0.89 0.84 -0.41 0.19
C -1.78782 0.58749 0.11157 -0.21 -1.54 -1.64 0.25
C 0.02474 -1.11000 -0.06765 -3.03 1.24 2.13 0.14
C 1.17206 0.63509 -0.08766 1.11 -0.24 1.58 -0.18
C -1.12315 -0.57811 -0.07932 1.93 -0.79 -0.94 0.02
C 1.43112 -0.83488 0.11552 0.24 0.68 -3.67 -0.03
H -1.54734 1.47171 -0.56990 -0.25 -1.04 1.31 0.15
H -2.63453 0.46084 0.75626 -0.47 0.95 0.60 0.11
H 1.74669 -1.03079 -0.99848 0.56 -0.42 1.70 0.20
H 2.09915 -1.23955 0.90873 -0.78 0.32 -0.65 0.16

***

No. 8
10
Properties=species:S:1:pos:R:3:forces:R:3:lowdin_charge:R:1 method="wB97M-V/def2-TZVPD" e_homo_ha=-0.60075 spin_multiplicity=1 total_energy_ha=-247.20230 e_lumo_ev=-8.1 total_charge=+1
N -1.37329 -1.55004 0.08379 -0.10 -1.42 -0.12 0.24
C 0.12743 0.91167 0.04636 1.74 -0.90 0.22 0.19
C -1.43670 -0.42026 -0.02747 -1.08 0.64 0.32 -0.21
C -1.32355 1.04033 0.01608 -0.36 -0.07 -0.32 -0.05
C 1.94709 -0.76886 -0.11833 0.62 -1.56 2.67 0.25
C 1.21526 0.26729 0.08171 -2.99 3.95 -0.79 0.01
H 1.76389 -1.38903 0.77473 0.58 -0.72 -0.56 0.15
H -1.92178 1.45185 0.84896 0.80 -0.12 0.05 0.17
H 2.71206 -0.99667 -0.79826 0.63 -0.21 -1.26 0.11
H -1.71041 1.45372 -0.90758 0.16 0.42 -0.21 0.14